Here is a 2-piece molecular cluster, C2H7NS2 overall in a non-equilibrium geometry from the OMol25 dataset. Energies are from wB97M-V/def2-TZVPD.

```
12
Properties=species:S:1:pos:R:3:mulliken_spin:R:1
S -2.57 0.29 1.59 0.48
S -1.58 -0.98 2.85 0.49
H -2.68 -0.71 0.69 0.01
H -0.50 -0.97 2.02 0.01
C 1.79 0.46 -0.40 0.00
C -0.18 -0.04 -1.47 0.00
N 0.59 -0.40 -0.54 0.01
H 2.26 0.05 0.49 0.00
H 2.44 0.58 -1.25 0.00
H 1.55 1.50 -0.13 0.00
H -1.05 -0.64 -1.73 0.00
H -0.08 0.85 -2.11 0.00
```

ΔE to the lowest compared entry with this formula, charge and spin = 159.2 kJ/mol
multiplicity = 2
highest occupied orbital energy (alpha / beta) = -13.7 / -13.7 eV
energy = -931.13532 a.u.
net charge = +1

=====

Here is C4H16FN8O4Tl as an isolated structure in a non-equilibrium geometry from the OMol25 dataset. Energies are from wB97M-V/def2-TZVPD.

```
34
Properties=species:S:1:pos:R:3:mulliken_charge:R:1
Tl 0.93 -0.31 -0.54 1.06
F 0.31 -2.32 0.20 -0.77
C 2.44 -1.14 1.75 0.71
O 2.29 -0.89 0.56 -0.40
N 2.87 -0.31 2.61 -0.32
N 2.33 -2.35 2.25 -0.38
H 2.83 0.69 2.49 0.24
H 3.01 -0.66 3.55 0.19
H 2.36 -3.11 1.59 0.26
H 2.65 -2.50 3.20 0.19
C -1.87 -0.16 -0.96 0.60
O -0.94 -0.60 -0.33 -0.59
N -1.77 0.23 -2.21 -0.55
N -3.10 -0.07 -0.62 -0.38
H -2.57 0.71 -2.59 0.15
H -0.86 0.40 -2.61 0.26
H -3.31 -0.57 0.23 0.28
H -3.77 0.57 -1.02 0.20
C -0.37 0.19 2.14 0.65
O 0.27 -0.13 1.17 -0.42
N -0.53 1.43 2.59 -0.44
N -1.00 -0.65 2.95 -0.37
H -1.19 1.64 3.32 0.21
H -0.42 2.25 2.02 0.23
H -0.66 -1.59 2.84 0.25
H -1.89 -0.41 3.37 0.23
C 0.29 0.87 -3.16 1.09
O 0.10 0.09 -2.26 -0.37
N 0.39 0.57 -4.41 -0.37
N 0.19 2.12 -2.88 -0.33
H 0.52 1.35 -5.03 0.23
H 0.38 -0.41 -4.67 0.27
H 0.13 2.80 -3.63 0.22
H -0.03 2.26 -1.91 0.18
```

ΔE to the lowest compared entry with this formula, charge and spin = 858.0 kJ/mol
multiplicity = 1
highest occupied orbital energy = -15.2 eV
energy = -1172.43930 a.u.
net charge = +2

=====

Here is a 2-piece molecular cluster, C9H11O3 overall in a non-equilibrium geometry from the OMol25 dataset. Energies are from wB97M-V/def2-TZVPD.

```
23
Properties=species:S:1:pos:R:3:mulliken_charge:R:1
C 1.89 -1.45 -0.48 -1.30
C -0.08 0.61 2.64 0.62
C 0.83 -0.36 3.02 -0.77
C -0.10 1.16 1.37 -0.62
C 1.53 -0.96 1.94 -0.24
C 0.69 0.61 0.38 -0.09
C 1.43 -0.55 0.63 0.23
O -0.92 1.26 3.58 -0.55
H -1.33 0.54 4.04 0.30
H 1.13 -0.65 4.02 0.41
H -0.81 1.96 1.24 0.40
H 2.36 -1.62 2.20 0.28
H 0.68 1.22 -0.51 0.37
H 2.69 -1.13 -1.15 0.32
H 1.03 -1.78 -1.06 0.25
H 2.30 -2.39 -0.08 0.35
C -2.09 0.51 -3.80 -0.94
C -1.61 0.47 -2.26 0.67
O -1.21 1.58 -1.83 -0.71
O -1.85 -0.57 -1.62 -0.72
H -2.94 -0.15 -3.95 0.26
H -1.30 0.14 -4.44 0.19
H -2.33 1.56 -3.90 0.28
```

ΔE to the lowest compared entry with this formula, charge and spin = 151.9 kJ/mol
multiplicity = 1
highest occupied orbital energy = -4.0 eV
energy = -575.30059 a.u.
net charge = -1

=====

Here is an isolated ion of composition C5H13NS and charge +1 in a non-equilibrium geometry from the OMol25 dataset. Energies are from wB97M-V/def2-TZVPD.

```
20
Properties=species:S:1:pos:R:3:mulliken_spin:R:1
C -1.88 -0.09 0.53 0.04
C -2.27 1.31 0.01 -0.03
S -1.74 1.78 -1.72 0.94
C -0.50 -0.53 -0.01 0.03
N 0.51 -0.55 1.11 0.02
C 1.91 -0.77 0.63 0.00
C 2.30 -0.26 -0.75 0.00
H -1.73 0.02 1.60 0.00
H -2.62 -0.78 0.16 0.00
H -1.79 2.14 0.53 0.03
H -3.35 1.38 0.12 -0.01
H -0.51 2.05 -1.20 -0.02
H -0.06 -0.04 -0.88 -0.02
H -0.52 -1.56 -0.37 0.00
H 0.24 -1.43 1.54 0.00
H 2.18 -1.84 0.59 0.00
H 2.49 -0.33 1.48 0.00
H 1.96 0.69 -1.15 0.00
H 1.99 -1.00 -1.50 0.00
H 3.41 -0.21 -0.74 0.00
```

ΔE to the lowest compared entry with this formula, charge and spin = 191.9 kJ/mol
multiplicity = 2
highest occupied orbital energy (alpha / beta) = -12.8 / -12.7 eV
energy = -650.86014 a.u.
net charge = +1

=====

Copy entry 3 word for word.
Here is a 2-piece molecular cluster, C9H11O3 overall in a non-equilibrium geometry from the OMol25 dataset. Energies are from wB97M-V/def2-TZVPD.

```
23
Properties=species:S:1:pos:R:3:mulliken_charge:R:1
C 1.89 -1.45 -0.48 -1.30
C -0.08 0.61 2.64 0.62
C 0.83 -0.36 3.02 -0.77
C -0.10 1.16 1.37 -0.62
C 1.53 -0.96 1.94 -0.24
C 0.69 0.61 0.38 -0.09
C 1.43 -0.55 0.63 0.23
O -0.92 1.26 3.58 -0.55
H -1.33 0.54 4.04 0.30
H 1.13 -0.65 4.02 0.41
H -0.81 1.96 1.24 0.40
H 2.36 -1.62 2.20 0.28
H 0.68 1.22 -0.51 0.37
H 2.69 -1.13 -1.15 0.32
H 1.03 -1.78 -1.06 0.25
H 2.30 -2.39 -0.08 0.35
C -2.09 0.51 -3.80 -0.94
C -1.61 0.47 -2.26 0.67
O -1.21 1.58 -1.83 -0.71
O -1.85 -0.57 -1.62 -0.72
H -2.94 -0.15 -3.95 0.26
H -1.30 0.14 -4.44 0.19
H -2.33 1.56 -3.90 0.28
```

ΔE to the lowest compared entry with this formula, charge and spin = 151.9 kJ/mol
multiplicity = 1
highest occupied orbital energy = -4.0 eV
energy = -575.30059 a.u.
net charge = -1

=====

Question: Look up the multiplicity of the first one.
Answer: 2

=====

Question: multiplicity of number 3 (C9H11O3)?
Answer: 1